This record from the OMol25 dataset describes a 10-piece molecular cluster, C49H127N9O15 overall at a distorted geometry. The level of theory is wB97M-V/def2-TZVPD.

The value obtained for the largest force on an atom is 2.28 eV/Å. The calculation puts the energy relative to the best compared isomer or geometry (same formula, charge and spin) at 0.237 eV. As for the total energy: -96986.11068 eV. For the frontier orbital gap, the calculation gives 9.0 eV. The value obtained for the HOMO energy is -8.55 eV. The LUMO energy is 0.48 eV. Its total charge is 0. The spin multiplicity is 1. Its SMILES is COC[C@H](C)N.COC[C@H](C)N.COC[C@H](C)N.COC[C@H](C)N.COCCNCCOC.COCCNCCOC.COCCNCCOC.COCCNCCOC.COCCNCCOC.CC(C)O.

The geometry in XYZ format:
```
200
Properties=species:S:1:pos:R:3:forces:R:3
C -4.132107 -4.372896 3.319686 0.700 0.470 -0.250
O -5.380830 -4.776587 2.839338 -0.444 0.103 0.141
C -6.104247 -3.730272 2.201954 -0.610 -1.658 -0.435
C -7.163390 -4.370513 1.240601 0.806 1.146 0.249
C -6.459505 -5.158118 0.157048 0.536 -0.585 -0.106
N -7.959817 -3.295375 0.646599 -0.129 0.906 -0.031
H -4.153565 -3.416589 3.858219 -0.272 -0.132 0.244
H -3.427918 -4.195765 2.491572 -0.020 -0.156 -0.064
H -3.710095 -5.146939 3.958245 -0.148 -0.025 0.024
H -6.664881 -3.136978 2.926351 0.316 0.338 0.185
H -5.395987 -3.151289 1.603400 -0.145 0.420 -0.027
H -7.822924 -5.012825 1.821541 0.006 -0.099 0.000
H -7.100088 -5.426226 -0.681873 -0.266 -0.120 0.257
H -6.015361 -6.047279 0.609794 -0.180 -0.144 -0.148
H -5.604572 -4.646907 -0.297825 -0.123 0.446 0.201
H -8.670990 -2.905051 1.259498 -0.109 -0.619 0.208
H -7.369682 -2.471476 0.529272 0.177 -0.245 -0.454
C -2.712478 0.519101 -4.281268 -0.091 0.479 -0.608
O -1.847128 -0.585208 -4.305623 0.268 -0.462 0.779
C -1.253990 -0.807154 -5.554396 1.089 -0.147 -1.291
C -0.535788 -2.184233 -5.690143 -1.781 0.238 -0.159
C 0.134276 -2.332440 -7.047623 0.610 -0.135 0.698
N -1.541045 -3.225817 -5.448780 0.117 -0.306 0.860
H -3.005026 0.781640 -3.265804 0.317 -0.184 0.138
H -3.645305 0.346730 -4.832746 0.086 -0.229 -0.128
H -2.215780 1.373593 -4.754992 -0.071 0.179 0.156
H -2.032462 -0.743103 -6.325651 -0.023 -0.227 -0.152
H -0.497380 -0.063276 -5.845947 -0.130 0.484 0.520
H 0.214158 -2.352075 -4.916130 0.015 0.458 0.082
H 0.798894 -1.482002 -7.213320 -0.225 0.103 -0.265
H -0.556297 -2.492760 -7.873397 -0.072 0.198 0.005
H 0.801001 -3.193389 -6.970032 -0.159 -0.144 -0.241
H -2.283789 -3.295662 -6.134946 0.246 0.313 -0.349
H -1.994533 -2.891109 -4.599628 -0.184 -0.543 0.000
C 2.028980 -0.464121 -3.835110 -0.492 0.531 0.016
O 2.458015 0.160487 -5.032439 0.303 -0.587 -0.268
C 3.745586 -0.347578 -5.435124 -0.509 1.122 1.178
C 4.254939 0.573018 -6.521952 0.139 -1.552 -1.511
C 3.474268 0.388180 -7.849431 -1.055 1.073 0.859
N 5.683609 0.295277 -6.766040 0.200 0.480 0.354
H 0.949856 -0.303156 -3.794823 -0.053 -0.288 0.083
H 2.433863 0.027716 -2.943389 0.307 -0.011 -0.072
H 2.277183 -1.527427 -3.802821 -0.100 -0.060 -0.031
H 4.390896 -0.213863 -4.559902 0.323 -0.368 -0.109
H 3.642223 -1.409340 -5.670061 0.239 -0.038 -0.327
H 4.069481 1.581017 -6.155700 0.443 0.094 0.038
H 3.956641 -0.233609 -8.596936 0.171 -0.046 0.100
H 3.296958 1.398888 -8.225946 0.171 -0.176 -0.564
H 2.466148 0.015430 -7.646767 0.076 -0.179 -0.055
H 6.076990 0.984138 -7.399089 -0.088 0.212 0.183
H 5.774652 -0.565661 -7.294414 -0.160 -0.173 0.212
C -2.822033 -0.287881 4.382648 0.179 -0.471 -0.411
O -3.529260 0.755376 3.781650 0.012 0.817 0.483
C -4.292545 0.445373 2.641165 0.605 -0.475 -0.317
C -5.035305 1.699985 2.230819 -0.936 0.413 0.327
C -5.953866 1.475418 1.051217 -0.413 -0.987 -0.643
N -4.218742 2.880009 1.956720 0.584 -0.908 -0.132
H -2.104447 0.143319 5.077993 0.065 0.069 -0.061
H -2.299640 -0.866932 3.613761 0.266 -0.065 0.047
H -3.439655 -0.996584 4.948829 -0.319 0.147 -0.062
H -3.630998 0.120804 1.820851 0.076 -0.090 0.033
H -4.959131 -0.390286 2.895646 -0.294 0.120 -0.215
H -5.670610 1.916768 3.103321 0.008 0.152 -0.110
H -5.459810 1.304946 0.087211 0.558 0.150 0.221
H -6.633930 2.303634 0.857235 -0.059 0.039 0.374
H -6.522525 0.546067 1.179036 -0.278 0.257 0.201
H -3.354274 2.755433 2.479645 0.006 0.447 0.137
H -3.946922 2.825366 0.970080 0.005 0.299 0.406
C 1.272918 1.318293 4.568118 -0.564 0.252 -1.371
O 2.322590 1.801898 3.744538 0.170 -0.574 0.524
C 2.466973 1.042005 2.552455 0.431 0.106 -0.211
C 3.914904 1.310263 2.085828 -0.092 -0.079 0.482
N 4.282317 2.718300 2.070824 -0.470 0.382 -0.174
C 3.630770 3.436594 0.975445 0.699 -0.072 -0.682
C 4.013204 4.902484 0.929319 -1.065 0.421 -0.641
O 3.147317 5.665401 1.774211 0.424 -0.301 0.821
C 3.717790 6.887465 2.186691 0.038 -0.225 -0.051
H 1.274506 0.225082 4.620591 0.294 0.023 0.394
H 0.342976 1.576053 4.039812 -0.237 -0.036 0.434
H 1.296173 1.807491 5.536358 0.171 -0.068 0.039
H 1.673436 1.311541 1.846518 0.088 0.208 -0.202
H 2.341088 -0.030953 2.734594 0.051 -0.054 0.178
H 4.191063 0.859374 1.132153 -0.464 0.049 -0.193
H 4.545843 0.788174 2.808983 0.073 0.159 0.146
H 3.926035 3.144929 2.921365 0.206 -0.165 0.182
H 2.545078 3.298301 0.930847 -0.103 0.206 0.152
H 4.009944 3.022634 0.034035 0.015 -0.148 0.035
H 3.819394 5.328157 -0.061922 0.409 -0.586 -0.115
H 5.083535 5.011625 1.126991 -0.050 0.116 0.490
H 4.683594 6.708722 2.671387 0.039 0.103 0.012
H 3.041191 7.339177 2.909990 -0.025 0.069 -0.083
H 3.865296 7.561026 1.334178 -0.006 0.076 0.111
C 0.708794 -2.977077 3.666627 -0.292 0.302 0.075
O 0.746819 -2.862125 2.264025 0.270 0.108 -0.217
C 0.388591 -4.036561 1.528855 0.751 0.062 0.176
C -0.641767 -3.653949 0.486526 -0.614 -0.488 0.890
N -0.136905 -2.774399 -0.558510 -0.603 -0.627 0.808
C -1.224598 -2.323606 -1.430977 1.188 1.500 -0.750
C -2.139350 -1.244319 -0.823015 -0.273 -0.661 -0.208
O -1.433716 -0.343369 -0.009216 -0.287 0.170 0.238
C -0.596086 0.537056 -0.735573 0.039 -0.295 -0.061
H 0.665650 -1.962890 4.066198 -0.291 0.036 -0.031
H 1.593735 -3.407276 4.149817 0.077 -0.394 -0.436
H -0.189428 -3.539221 3.941398 0.084 0.013 0.363
H 0.036066 -4.805296 2.221492 -0.390 0.051 -0.117
H 1.301144 -4.450577 1.087949 -0.054 0.021 -0.220
H -1.459151 -3.198546 1.068200 -0.044 0.228 -0.097
H -1.101129 -4.552095 0.061958 0.345 -0.067 -0.262
H 0.182070 -1.946933 -0.055375 0.104 0.048 -0.145
H -1.825736 -3.114910 -1.875908 0.219 -0.261 0.161
H -0.654586 -1.827263 -2.225110 -0.513 -0.191 -0.428
H -2.926684 -1.740564 -0.249730 0.118 0.312 0.464
H -2.654068 -0.695390 -1.618661 0.065 -0.110 -0.183
H -1.123269 1.116265 -1.503610 -0.299 -0.094 0.126
H 0.180820 -0.025175 -1.264528 0.271 0.211 0.158
H -0.189785 1.227225 -0.000772 0.290 -0.050 -0.136
C 0.407022 -3.586961 8.452650 0.488 0.086 0.916
O 0.935714 -4.474179 7.508778 0.201 -0.007 -0.647
C -0.076163 -5.224452 6.854927 -0.430 0.950 0.044
C 0.557662 -6.060144 5.756840 0.010 -0.145 0.757
N -0.383239 -6.522562 4.739698 0.296 -0.348 0.200
C 0.353294 -7.292379 3.734571 0.012 0.988 -0.250
C -0.500208 -7.560943 2.501790 0.198 -0.521 0.083
O 0.369010 -7.471804 1.396649 -0.084 0.125 -0.591
C -0.239145 -7.921835 0.179066 0.835 -0.252 1.062
H -0.396710 -2.929414 8.102859 -0.247 -0.440 -0.258
H 1.187464 -2.897911 8.783921 0.217 -0.243 -0.151
H 0.118690 -4.172982 9.334764 -0.450 0.306 0.020
H -0.780222 -4.494349 6.431044 -0.076 -0.178 -0.312
H -0.658343 -5.769655 7.609584 0.142 -0.425 -0.136
H 1.109149 -6.880496 6.234849 0.012 -0.149 -0.039
H 1.322923 -5.437710 5.292642 -0.132 0.074 -0.194
H -1.069778 -7.149673 5.149724 -0.044 0.210 0.221
H 0.848911 -8.194298 4.113685 -0.310 -0.172 0.082
H 1.184192 -6.647218 3.433837 -0.082 -0.017 -0.267
H -1.350784 -6.876929 2.399858 0.178 0.367 0.157
H -0.960908 -8.557006 2.578941 0.135 -0.142 -0.192
H -1.118544 -7.315870 -0.040918 -0.218 -0.282 -0.139
H -0.417187 -8.987584 0.347119 -0.695 0.008 -0.452
H 0.496581 -7.848496 -0.618266 0.009 0.281 0.032
C 4.699637 9.460894 -2.512332 0.487 -0.539 0.542
O 3.483972 8.967295 -1.968035 0.413 0.423 0.561
C 3.607614 7.611975 -1.537462 -0.393 0.048 -1.317
C 3.648227 6.698443 -2.786198 0.441 -0.255 1.447
N 3.316301 5.332408 -2.350585 -0.137 0.869 -0.750
C 3.207115 4.420936 -3.511698 -0.440 -0.382 2.199
C 2.865470 3.009585 -2.994225 1.436 -0.330 -0.117
O 1.581147 2.747495 -2.503035 -0.629 0.196 0.133
C 0.515516 3.059507 -3.386441 0.858 -0.444 -0.534
H 4.682993 10.511088 -2.793953 -0.825 -0.092 -0.289
H 4.988878 8.810602 -3.336066 0.238 0.349 -0.335
H 5.509146 9.444718 -1.771105 -0.031 -0.371 0.156
H 2.699258 7.385093 -0.977443 -0.021 0.116 0.130
H 4.472978 7.410891 -0.902282 0.109 0.332 0.043
H 4.675818 6.671839 -3.151443 -0.130 0.078 -0.441
H 2.955377 7.145470 -3.506327 0.060 -0.186 -0.293
H 2.431609 5.457340 -1.864671 -0.206 -0.686 -0.116
H 4.222583 4.330747 -3.892893 -0.147 0.181 -0.580
H 2.467715 4.821256 -4.207147 0.281 -0.233 -0.581
H 3.526068 2.770687 -2.155075 -0.055 0.548 0.203
H 3.249319 2.266829 -3.709624 -0.890 -0.013 -0.551
H 0.669483 2.529213 -4.334942 -0.087 0.012 -0.072
H 0.506911 4.130294 -3.602107 -0.424 0.051 0.106
H -0.409555 2.698016 -2.944687 0.024 0.233 0.079
C -1.521799 4.182419 4.541755 0.678 0.522 0.300
O -1.400090 4.566970 3.194638 -0.491 -0.056 -0.007
C -0.443083 3.849469 2.449188 1.152 0.355 -0.369
C -0.068268 4.820308 1.306516 -0.634 -0.345 0.676
N -1.202451 5.096365 0.415005 0.700 -0.124 0.244
C -1.268788 4.038691 -0.577533 -1.044 -0.193 -0.334
C -2.511667 4.201200 -1.451214 0.529 0.079 0.195
O -3.655842 3.702496 -0.757726 0.081 0.712 -0.645
C -4.770917 3.731331 -1.617957 -0.553 -0.174 -0.605
H -1.576779 3.097098 4.663548 -0.105 0.007 0.048
H -2.375956 4.679596 5.000240 -0.288 -0.212 -0.374
H -0.657531 4.596821 5.082049 0.118 -0.463 0.115
H -0.825823 2.853076 2.203290 -0.110 -0.015 -0.372
H 0.516242 3.708162 2.970219 -0.241 -0.089 0.485
H 0.807634 4.555420 0.715011 -0.123 -0.454 0.011
H 0.287051 5.653668 1.916508 -0.385 0.604 -0.526
H -2.049630 5.093009 0.975950 -0.021 0.095 -0.019
H -1.383005 3.017250 -0.187712 0.264 0.064 0.415
H -0.343198 4.047598 -1.156705 -0.164 0.114 -0.126
H -2.418926 3.642889 -2.391330 0.132 0.071 -0.065
H -2.647050 5.267812 -1.655227 -0.100 -0.019 -0.212
H -4.767970 2.847988 -2.267955 -0.174 -0.253 0.211
H -4.827083 4.556057 -2.338991 0.595 0.378 0.343
H -5.703289 3.812380 -1.063490 0.131 -0.375 0.324
C 4.997977 -3.492019 -0.929415 -0.225 -0.730 -0.302
C 3.615794 -3.250573 -0.360491 -0.991 0.312 -0.209
C 3.277202 -1.799999 -0.067563 1.219 0.852 0.634
O 2.622435 -3.734514 -1.262870 0.490 -0.604 -0.292
H 5.158640 -3.094184 -1.932415 -0.068 0.398 0.149
H 5.097470 -4.575971 -1.036580 0.112 0.010 0.005
H 5.763490 -3.171071 -0.224590 0.032 0.203 -0.111
H 3.594569 -3.851466 0.560278 -0.219 0.232 0.160
H 3.072788 -1.203708 -0.958960 -0.141 -0.360 -0.231
H 4.166023 -1.317701 0.362997 -0.111 -0.037 0.155
H 2.477769 -1.642241 0.658035 -0.156 -0.323 -0.087
H 1.737754 -3.437369 -0.991498 -0.064 0.084 -0.001
```
Positions in Å, forces in eV/Å.

Results of the Löwdin charge analysis, in e, for atoms 1 through 6: C -0.12; O -0.19; C -0.20; C -0.42; C -0.07; N 0.03